Entry 1:
DFT (wB97M-V/def2-TZVPD) results for C3H8FN as an isolated structure.

Calculated values
- HOMO-LUMO gap (eV) = 10.577
- M (u) = 77.1
- total energy (eV) = -7442.3742
- relative energy (zero: lowest compared OMol25 entry of this formula, charge and spin) (kcal/mol) = 134.0
- HOMO energy (eV) = -9.577
- 2S+1 = 1

Last column: Löwdin charge in e.
Positions of all 13 atoms, in Å:
C: -1.967033 -0.108147 -0.094340  -0.29
C: -0.069528 0.854514 -0.195226  -0.29
C: 1.437198 0.478391 0.185051  -0.23
H: -2.714389 -0.645421 0.836363  0.12
H: -2.088541 1.118699 -0.062483  0.10
H: -2.399577 -0.731159 -1.210548  0.15
H: -0.313056 -1.090750 -0.423558  0.16
H: -0.087706 1.422862 -1.197088  0.13
H: -0.308189 1.625368 0.665546  0.13
H: 1.321078 0.477289 1.430055  0.16
H: 2.358734 0.865357 -0.611971  0.17
N: -0.702878 -0.412221 0.386561  -0.16
F: 1.416441 -0.833916 -0.167239  -0.15

Force components x, y, z for each atom (eV/Å):
-7.788 -1.165 1.023
4.366 2.424 4.139
-0.374 1.132 -0.236
1.187 1.840 -2.972
-0.871 -3.461 -0.437
1.477 2.381 3.243
-1.225 1.143 3.150
-0.965 -1.876 0.979
0.104 -0.922 -2.128
1.648 0.427 -3.299
-2.416 -0.105 3.232
2.370 0.354 -6.240
2.487 -2.172 -0.454

Entry 2:
DFT (wB97M-V/def2-TZVPD) results for a 10-piece molecular cluster, C72H72N6O13 overall.

Calculated values
- HOMO-LUMO gap (eV) = 6.911
- M (u) = 1229.4
- total energy (eV) = -111393.6155
- relative energy (zero: lowest compared OMol25 entry of this formula, charge and spin) (kcal/mol) = 0.0
- structure (SMILES) = O=C1c2ccccc2C(=O)c2ccccc21.O=C1c2ccccc2C(=O)c2ccccc21.O=C1c2ccccc2C(=O)c2ccccc21.O=C1c2ccccc2C(=O)c2ccccc21.CCN(CC)CC.CC(N)=O.CC(N)=O.CC(N)=O.CC(N)=O.CC(N)=O
- HOMO energy (eV) = -8.117
- 2S+1 = 1

Last column: Löwdin charge in e.
Positions of all 163 atoms, in Å:
O: -1.390070 -7.940523 -2.273971  0.12
C: -0.579121 -7.150446 -1.852838  -0.30
C: 0.775504 -7.595844 -1.401255  -0.07
C: 1.133916 -8.927480 -1.611213  0.01
C: 2.459590 -9.314832 -1.358567  -0.06
C: 3.400066 -8.475759 -0.799249  -0.05
C: 2.975275 -7.197477 -0.468349  -0.01
C: 1.728326 -6.737901 -0.794444  -0.08
C: 1.385924 -5.303437 -0.579089  -0.26
O: 2.143284 -4.544630 -0.003164  0.08
C: 0.098106 -4.822083 -1.145685  -0.07
C: -0.211637 -3.451287 -1.046563  -0.02
C: -1.491781 -3.046872 -1.356149  -0.06
C: -2.425797 -3.898181 -1.907557  -0.05
C: -2.077964 -5.217902 -2.120338  0.01
C: -0.821534 -5.700096 -1.726704  -0.08
H: 0.387369 -9.594128 -2.017141  0.12
H: 2.749945 -10.325165 -1.624915  0.11
H: 4.388201 -8.795091 -0.502982  0.11
H: 3.655592 -6.524305 0.040663  0.12
H: 0.441997 -2.672338 -0.676802  0.12
H: -1.783664 -2.008960 -1.240675  0.09
H: -3.374541 -3.458538 -2.187872  0.11
H: -2.886005 -5.839838 -2.483890  0.12
O: 7.076720 -1.586117 -1.997420  0.12
C: 7.242453 -0.510116 -2.525215  -0.29
C: 6.110353 0.435995 -2.749761  -0.06
C: 4.811404 0.125659 -2.308487  0.01
C: 3.768532 1.007223 -2.545235  -0.09
C: 3.979323 2.215369 -3.165134  -0.06
C: 5.264099 2.580611 -3.546670  -0.01
C: 6.293849 1.695563 -3.343752  -0.07
C: 7.629738 1.993777 -4.033103  -0.28
O: 7.746687 2.926501 -4.791022  0.11
C: 8.784819 1.150277 -3.644380  -0.08
C: 10.077163 1.633243 -3.811335  -0.01
C: 11.149590 0.828415 -3.514711  -0.07
C: 10.987029 -0.282494 -2.715929  -0.06
C: 9.704005 -0.764048 -2.434300  0.01
C: 8.597151 -0.086944 -2.978046  -0.07
H: 4.656327 -0.819076 -1.802633  0.13
H: 2.744596 0.762422 -2.302798  0.07
H: 3.156139 2.901817 -3.324603  0.11
H: 5.398936 3.515598 -4.073840  0.12
H: 10.199180 2.651607 -4.156941  0.12
H: 12.159966 1.168135 -3.713147  0.11
H: 11.801751 -0.814661 -2.243242  0.11
H: 9.634770 -1.582564 -1.734598  0.12
O: -3.177261 -4.132513 6.260666  0.11
C: -2.750647 -3.157964 5.686052  -0.28
C: -2.002441 -3.297150 4.426273  -0.08
C: -1.816888 -4.551805 3.823655  0.01
C: -1.123034 -4.613344 2.640758  -0.05
C: -0.669856 -3.483450 1.947702  -0.04
C: -0.979240 -2.236306 2.485239  0.00
C: -1.622531 -2.151934 3.721734  -0.07
C: -1.880427 -0.758283 4.221027  -0.27
O: -1.367682 0.203721 3.695681  0.07
C: -2.584454 -0.612914 5.519582  -0.07
C: -2.776500 0.635765 6.123327  -0.01
C: -3.236304 0.777214 7.409973  -0.06
C: -3.651831 -0.367117 8.070691  -0.06
C: -3.387070 -1.627119 7.562577  -0.01
C: -2.954995 -1.766743 6.251058  -0.06
H: -2.230777 -5.453069 4.250562  0.12
H: -0.957811 -5.542746 2.104385  0.11
H: 0.009825 -3.523304 1.109073  0.06
H: -0.705068 -1.376697 1.884721  0.08
H: -2.582425 1.523178 5.531605  0.11
H: -3.532107 1.707655 7.876056  0.11
H: -4.143027 -0.368597 9.037108  0.11
H: -3.525677 -2.516137 8.163731  0.12
O: -5.134073 2.791760 4.415698  0.10
C: -6.039395 2.340560 3.751572  -0.27
C: -5.726498 1.344282 2.651626  -0.07
C: -4.378931 1.122353 2.311181  0.00
C: -4.077908 0.182608 1.370774  -0.06
C: -5.067812 -0.603418 0.775357  -0.04
C: -6.395897 -0.294499 0.988127  0.01
C: -6.731619 0.667852 1.968839  -0.08
C: -8.182709 0.948697 2.223081  -0.29
O: -9.046879 0.269337 1.730440  0.12
C: -8.417253 2.165299 3.049217  -0.08
C: -9.710070 2.684979 3.033813  0.00
C: -10.028645 3.873350 3.707739  -0.05
C: -8.997099 4.571679 4.313077  -0.07
C: -7.700724 4.099102 4.338566  0.00
C: -7.420535 2.898054 3.702197  -0.09
H: -3.662834 1.601208 2.966094  0.11
H: -3.053738 0.197263 1.007975  0.10
H: -4.718469 -1.150639 -0.093086  0.10
H: -7.254456 -0.698130 0.468147  0.12
H: -10.484719 2.219821 2.438954  0.12
H: -11.045467 4.220760 3.599036  0.11
H: -9.234737 5.540785 4.738822  0.11
H: -6.964517 4.528452 5.003763  0.12
C: -0.063505 -0.132731 -6.170264  -0.09
C: -1.595268 -0.084800 -6.418228  -0.23
N: -2.323077 0.760724 -5.484025  -0.21
C: -2.337855 0.166849 -4.157004  -0.28
C: -3.145137 0.872631 -3.076386  -0.08
C: -2.036126 2.159919 -5.531897  -0.28
C: -2.271049 2.797168 -6.908560  -0.08
H: 0.289401 -0.334891 -5.157559  0.05
H: 0.465879 0.752698 -6.529028  0.06
H: 0.389735 -0.970393 -6.711411  0.07
H: -1.785725 0.237308 -7.439643  0.10
H: -1.950189 -1.107344 -6.285617  0.11
H: -2.819510 -0.817745 -4.224108  0.11
H: -1.355322 -0.144211 -3.769857  0.10
H: -4.110527 1.113012 -3.523910  0.08
H: -3.203367 0.273070 -2.169517  0.06
H: -2.651187 1.798837 -2.768438  0.06
H: -1.069288 2.330256 -5.019789  0.11
H: -2.811517 2.593333 -4.889842  0.11
H: -2.285928 3.888080 -6.771893  0.07
H: -3.337830 2.705059 -7.117720  0.08
H: -1.500806 2.625834 -7.653557  0.07
C: 4.750749 3.981621 0.684961  -0.02
C: 4.898086 2.581813 1.267067  -0.60
N: 4.389242 1.539085 0.588957  0.19
O: 5.458352 2.440486 2.344504  0.01
H: 4.618129 4.750273 1.440162  0.07
H: 3.977062 4.049009 -0.081440  0.05
H: 5.707740 4.210921 0.206333  0.08
H: 3.977263 1.480794 -0.327348  0.06
H: 4.485183 0.672858 1.109690  0.07
C: 0.516754 1.192058 -1.138070  0.01
C: -0.104213 0.699839 0.140962  -0.54
N: -0.019437 1.455247 1.236042  0.22
O: -0.765975 -0.346877 0.144422  -0.03
H: -0.068432 1.855533 -1.778175  0.07
H: 0.787230 0.415083 -1.849577  0.07
H: 1.344715 1.810712 -0.773560  0.07
H: -0.471044 1.016893 2.018799  0.06
H: 0.707314 2.138598 1.442744  0.07
C: 1.214322 3.777972 3.851134  0.02
C: 0.832712 4.331300 2.484600  -0.57
N: -0.292152 5.078508 2.448385  0.19
O: 1.373059 3.934725 1.458135  -0.02
H: 0.754344 4.332629 4.668641  0.08
H: 2.300040 3.860314 3.853379  0.09
H: 0.835338 2.761778 3.959522  0.08
H: -0.594862 5.237266 1.495000  0.11
H: -0.796515 5.173878 3.306922  0.10
C: 0.098825 5.070484 -3.212028  0.00
C: 0.158094 4.841373 -1.706929  -0.60
N: 1.214044 5.344679 -1.065235  0.18
O: -0.772553 4.313764 -1.104834  0.01
H: 1.049703 5.350617 -3.665574  0.07
H: -0.548529 5.928750 -3.414406  0.09
H: -0.410042 4.251734 -3.717162  0.06
H: 2.063737 5.665977 -1.488021  0.10
H: 1.159651 5.255122 -0.056689  0.07
C: 2.045688 -0.641355 3.281099  0.02
C: 2.716428 -1.430431 2.177705  -0.55
N: 2.513849 -2.755028 2.085981  0.18
O: 3.373295 -0.869554 1.295583  -0.01
H: 2.843058 -0.252388 3.915348  0.09
H: 1.258935 -1.161673 3.822784  0.07
H: 1.568596 0.230667 2.834160  0.06
H: 1.989895 -3.340119 2.710756  0.10
H: 2.838150 -3.152597 1.214357  0.08

Force components x, y, z for each atom (eV/Å):
-0.196 0.071 -0.136
0.862 -0.003 0.568
0.748 -0.601 0.248
0.722 0.803 0.060
-0.477 -1.019 -0.429
-0.824 0.414 0.492
1.095 0.229 0.376
-1.424 0.097 -0.640
0.221 -0.135 -0.400
-0.156 -0.227 -0.082
0.269 0.725 -0.084
-0.478 -0.484 -0.121
-0.150 0.978 -0.555
0.518 0.022 -0.011
-0.703 0.150 0.240
-1.290 0.432 -0.062
0.137 -0.136 -0.083
-0.038 -0.035 0.106
0.048 -0.151 -0.290
-0.053 0.087 -0.097
0.407 -0.385 0.077
0.334 0.042 0.206
-0.177 -0.443 -0.010
0.532 -0.540 -0.212
-0.181 -0.015 0.129
-0.089 -0.209 -0.506
-1.092 0.774 0.477
0.758 -0.315 -0.231
-0.410 -0.500 -0.144
0.463 0.707 0.048
-1.010 0.159 -0.132
1.658 -0.689 -1.174
-0.643 0.200 1.082
0.009 0.087 -0.172
0.197 -0.909 0.668
-0.692 0.101 -0.795
1.130 0.553 0.863
-1.017 -1.064 0.102
0.377 0.955 -0.524
0.428 0.496 0.799
-0.087 0.000 -0.011
0.168 -0.277 0.253
-0.046 -0.081 -0.064
0.376 -0.058 0.041
0.092 -0.156 -0.395
-0.072 0.126 -0.033
0.303 0.148 -0.339
-0.539 -0.142 -0.181
-0.173 -0.108 0.272
-0.026 0.292 0.507
-0.277 0.067 -0.925
-0.070 0.518 0.312
0.502 -0.221 -1.648
-0.108 0.511 1.717
0.313 -0.645 -0.295
0.006 0.683 -0.601
0.305 -0.609 0.946
-0.017 0.555 -0.559
-0.703 -0.543 0.937
0.613 0.522 -1.032
-1.675 -0.560 0.248
0.517 -0.818 0.790
-0.320 -0.206 -0.531
0.966 0.066 -0.381
0.069 0.077 0.300
-0.058 -0.318 0.477
-0.458 -0.290 0.136
-0.142 0.171 0.422
0.216 -0.060 0.008
0.469 0.321 -0.357
0.203 0.495 0.085
-0.329 -0.015 -0.120
-0.305 0.060 0.649
0.582 0.161 -1.828
0.188 -0.223 0.448
-1.406 0.090 1.686
0.681 0.149 -0.410
0.381 1.249 -1.299
-0.435 0.467 1.069
0.134 -0.585 -0.473
1.649 0.167 0.047
-0.560 0.056 0.081
-1.262 0.709 -0.315
-0.304 0.554 0.344
0.766 -0.992 -1.157
-0.774 0.934 0.220
-0.314 -0.839 0.465
0.352 -0.690 0.628
0.355 0.261 -0.543
0.038 -0.750 0.097
-0.406 -0.613 0.222
0.293 -0.420 -0.183
0.107 -0.353 0.120
0.050 0.343 0.358
0.133 -0.096 0.250
0.236 0.297 -0.431
0.550 -0.330 -0.632
1.015 -0.008 0.901
-0.641 -1.266 -0.184
-0.323 -1.299 0.533
0.733 0.870 -0.580
-0.468 0.268 0.587
0.030 1.416 1.450
-0.544 0.278 0.243
-0.161 0.143 0.083
-0.232 0.065 -0.304
-0.055 -0.042 -0.044
-0.298 0.043 -0.175
-0.082 -0.002 -0.520
0.344 0.642 -0.007
-0.217 -0.024 0.473
-0.265 -0.209 -0.158
-0.195 0.111 -0.009
0.136 0.564 -0.577
0.354 0.301 0.084
0.596 0.002 0.211
0.275 -0.999 -0.871
-0.478 -0.538 -0.375
0.430 -0.256 -0.719
-0.345 1.148 0.090
0.489 -0.435 0.672
-0.015 -0.172 0.055
-0.198 -0.264 0.239
-0.079 -0.023 0.099
-0.018 0.007 -0.083
0.096 0.574 0.244
-0.318 -0.089 -0.445
0.723 0.887 0.198
-1.141 -0.657 -1.479
0.354 0.043 0.587
0.151 0.223 -0.069
-0.664 0.149 0.724
0.312 -0.424 0.602
0.400 -0.143 -0.686
-0.172 -0.026 0.520
-0.266 -0.069 -0.701
0.084 0.829 -0.492
-1.284 -1.333 0.716
1.409 -0.203 -0.482
0.624 0.639 0.144
0.241 0.226 -0.003
0.014 -0.474 0.541
0.359 -0.179 -0.293
-0.864 0.201 0.380
-0.559 0.391 -0.289
-0.277 0.311 0.014
-1.008 -0.009 -0.903
0.279 0.308 0.819
0.262 0.210 -0.152
0.113 -0.410 0.008
-0.054 0.058 0.355
0.364 -0.226 0.042
-0.109 0.059 -0.214
0.537 -0.303 -0.129
0.279 0.233 -0.205
-0.455 0.299 -0.665
0.369 -0.015 -0.177
-0.275 -0.288 0.595
-0.162 -0.108 0.296
0.308 -0.273 0.186
0.153 -0.065 -0.173
-0.125 0.303 0.138
-0.049 -0.250 0.286

Entry 3:
DFT (wB97M-V/def2-TZVPD) results for one molecule with the formula C2H5NO.

Calculated values
- HOMO-LUMO gap (eV) = 10.487
- M (u) = 59.1
- total energy (eV) = -5689.1305
- relative energy (zero: lowest compared OMol25 entry of this formula, charge and spin) (kcal/mol) = 94.5
- structure (SMILES) = CN1CO1
- HOMO energy (eV) = -9.364
- 2S+1 = 1

Last column: Löwdin charge in e.
Positions of all 9 atoms, in Å:
C: 0.682852 0.701511 0.006422  -0.08
N: -0.648445 0.562872 -0.609781  -0.18
C: -1.339363 -0.613866 -0.299092  -0.17
O: -1.569046 0.576312 0.413686  -0.05
H: 1.378174 0.111488 -0.650995  0.10
H: 0.725930 1.862749 0.072946  0.12
H: 0.675354 0.257146 1.007119  0.07
H: -2.126623 -0.975370 -0.907315  0.11
H: -0.756172 -1.361592 0.053765  0.08

Force components x, y, z for each atom (eV/Å):
-0.584 0.849 -0.765
1.629 0.916 -2.341
-0.833 1.579 -0.690
-2.013 -0.520 2.121
-0.162 1.304 0.559
1.018 -2.184 -0.134
0.096 0.104 0.012
-0.765 0.154 -0.834
1.616 -2.202 2.072

Entry 4:
DFT (wB97M-V/def2-TZVPD) results for one molecule with the formula C4H6N2.

Calculated values
- HOMO-LUMO gap (eV) = 10.815
- M (u) = 82.1
- total energy (eV) = -7223.6028
- relative energy (zero: lowest compared OMol25 entry of this formula, charge and spin) (kcal/mol) = 45.8
- structure (SMILES) = CN1C[C@H]1C#N
- HOMO energy (eV) = -9.854
- 2S+1 = 1

Last column: Löwdin charge in e.
Positions of all 12 atoms, in Å:
C: 0.224944 -0.296335 1.449758  -0.12
N: -0.744561 -0.378102 0.391821  -0.12
C: -0.970970 0.770261 -0.475495  -0.10
C: -0.260520 -0.429807 -1.002798  -0.26
C: 1.146030 -0.219724 -1.351583  -0.20
N: 2.264837 -0.087647 -1.595956  0.15
H: 0.520224 -1.318983 1.849964  0.10
H: 1.187158 0.189271 1.172982  0.08
H: -0.244233 0.295035 2.255169  0.09
H: -0.368409 1.662510 -0.263987  0.13
H: -1.983896 0.949624 -0.752489  0.10
H: -0.770604 -1.136102 -1.677386  0.14

Force components x, y, z for each atom (eV/Å):
0.982 -0.207 1.077
0.067 -0.438 -1.333
0.730 0.060 0.902
-0.077 -0.035 -0.384
0.161 -0.307 0.371
-0.534 -0.006 0.052
-0.695 1.149 -0.574
-0.514 -0.030 -0.017
0.343 -0.374 -0.153
-0.138 -0.308 -0.269
-0.573 0.079 -0.152
0.248 0.416 0.481